# 1
# C32H35N5O8PS3SbW

A molecular structure, C32H35N5O8PS3SbW (ωB97M-V/def2-TZVPD, OMol25).

Results
⟨S²⟩: 0.76
2S+1: 2
ΔE to the lowest compared entry with this formula, charge and spin in kcal/mol: 98.0
HOMO level (spin up / spin down) in Eh: -0.3971 / -0.3963
Lowest unoccupied orbital energy (spin up / spin down) in eV: -4.368 / -5.214
Net charge: +1
DFT total energy in a.u.: -3959.14611
Kohn-Sham gap (spin up / spin down) in eV: 6.437 / 5.570

Last column: Mulliken charge in e.
Positions of all 86 atoms, in Å:
W: -0.7390 0.5845 -0.0225  0.57
C: -4.6595 -3.3813 0.5526  -0.66
C: -3.5873 -3.6116 1.4029  -0.97
C: -2.3820 -2.9539 1.2000  0.23
C: -2.2620 -2.0601 0.1474  -1.08
C: -3.3247 -1.8335 -0.7166  0.19
C: -4.5252 -2.4955 -0.5083  -0.92
N: -1.0064 -1.3854 -0.0672  1.71
C: -0.0355 -2.1397 -0.7569  1.26
C: -0.2943 -3.0724 -1.6844  -0.33
C: 0.7562 -3.4862 -2.6053  -0.72
C: 1.9094 -2.8200 -2.7281  -1.36
C: 2.2667 -1.7300 -1.7783  0.53
C: 1.3711 -1.7267 -0.5711  -1.78
N: 1.7717 -1.3729 0.5939  0.00
N: 1.1117 1.2801 -0.6437  0.47
C: 1.3868 2.4991 -0.0399  0.33
C: 2.4999 3.3065 -0.1767  -0.63
C: 2.5203 4.4668 0.5833  -0.64
C: 1.4667 4.7590 1.4402  -1.11
C: 0.3954 3.8823 1.5032  -0.49
N: 0.3573 2.7845 0.7551  0.34
H: -5.5977 -3.8947 0.7152  0.45
H: -3.6876 -4.3048 2.2284  0.51
H: -1.5355 -3.1268 1.8527  0.52
H: -3.2083 -1.1354 -1.5379  0.51
H: -5.3564 -2.3194 -1.1786  0.46
H: -1.3035 -3.4232 -1.8510  0.58
H: 0.5479 -4.3123 -3.2731  0.44
H: 2.6409 -3.0939 -3.4764  0.53
H: 3.3003 -1.8101 -1.4577  0.64
H: 3.3126 3.0363 -0.8364  0.65
H: 3.3656 5.1388 0.5149  0.48
H: 1.4740 5.6522 2.0475  0.47
H: -0.4516 4.0492 2.1575  0.64
O: -0.2589 0.5374 1.8454  0.10
C: -0.8181 -0.1388 2.8408  -0.21
C: -2.1416 -0.1013 3.0658  -0.65
C: -2.7469 -0.9321 4.0722  -0.70
C: -4.0620 -1.1727 4.0126  -0.71
C: -4.9007 -0.6440 2.9559  -0.78
C: -4.3977 0.1915 2.0496  -0.92
C: -2.9842 0.6667 2.0886  2.44
O: -2.4573 0.5635 0.7714  0.33
N: -4.6634 -2.0789 4.9939  1.07
O: -5.8443 -2.3303 4.8607  -0.62
O: -3.9525 -2.5125 5.8774  -0.63
H: -0.1252 -0.7303 3.4351  0.44
H: -2.1370 -1.3973 4.8349  0.63
H: -5.9345 -0.9542 2.9234  0.52
H: -5.0160 0.5886 1.2534  0.26
S: -2.7404 5.4036 0.3543  -0.26
Sb: -3.5664 3.2069 0.1799  0.56
S: -1.8159 2.2595 -1.2889  -0.34
S: -2.8942 2.5035 2.4167  -0.35
C: 3.0084 0.6246 2.4325  -1.35
C: 3.6021 -0.6767 1.9261  1.86
C: 5.0874 -0.5307 1.6506  -1.87
C: 3.3168 -1.8426 2.8564  -1.52
O: 3.0664 -0.9739 0.5885  -0.05
P: 1.1361 0.6831 -2.1569  -0.87
O: 2.2377 -0.3870 -2.4487  -0.15
O: -0.2465 0.0320 -2.0498  -0.32
O: 1.3520 1.8289 -3.1509  -0.06
C: 1.3590 1.7848 -4.6596  1.47
C: 2.7922 1.5328 -5.0777  -1.43
C: 0.8722 3.1637 -5.0482  -1.64
C: 0.4123 0.6940 -5.1219  -1.40
H: 3.4632 0.8815 3.3899  0.61
H: 1.9349 0.5357 2.5694  0.04
H: 3.2037 1.4388 1.7306  0.15
H: 5.6113 -0.2958 2.5766  0.43
H: 5.2661 0.2758 0.9385  0.40
H: 5.4990 -1.4560 1.2476  0.40
H: 3.7827 -1.6615 3.8251  0.47
H: 3.7235 -2.7684 2.4482  0.38
H: 2.2451 -1.9659 3.0082  0.19
H: 3.4500 2.3012 -4.6725  0.34
H: 2.8578 1.5650 -6.1655  0.47
H: 3.1321 0.5545 -4.7408  0.20
H: 1.5336 3.9309 -4.6471  0.33
H: -0.1378 3.3327 -4.6763  0.36
H: 0.8635 3.2492 -6.1349  0.45
H: 0.7559 -0.2951 -4.8120  0.31
H: 0.3743 0.7028 -6.2112  0.53
H: -0.5955 0.8634 -4.7424  0.30

Force components x, y, z for each atom (eV/Å):
-0.815 -0.298 -0.104
0.004 -0.002 -0.002
0.008 -0.006 0.006
-0.020 -0.012 -0.001
0.045 0.028 -0.003
-0.051 -0.026 0.023
0.007 0.014 -0.024
-0.089 0.051 -0.129
0.092 -0.007 0.037
-0.017 -0.005 -0.016
0.031 -0.008 -0.008
-0.024 0.000 -0.011
-0.012 0.034 0.015
0.057 0.004 0.007
-0.002 0.009 -0.052
0.164 0.028 0.306
-0.081 0.075 0.064
0.022 0.060 -0.007
0.009 -0.009 -0.022
-0.015 -0.021 -0.003
0.015 0.033 0.000
0.108 0.172 0.043
-0.001 -0.001 0.000
0.002 0.002 -0.002
0.005 -0.004 0.008
0.013 -0.002 0.003
-0.003 -0.006 0.003
-0.005 0.006 0.009
-0.012 -0.001 0.003
0.001 0.012 -0.008
0.002 -0.020 0.008
-0.011 -0.015 -0.011
-0.001 -0.001 -0.001
-0.011 -0.003 0.008
0.003 0.014 -0.004
0.558 -0.041 -0.079
0.079 -0.048 0.065
0.164 0.025 -0.207
-0.166 -0.030 0.034
0.158 0.023 -0.062
-0.040 -0.043 0.038
-0.039 0.080 0.055
-0.065 0.166 -0.125
-0.023 -0.115 -0.010
-0.053 0.105 0.114
0.000 -0.048 -0.039
0.022 -0.051 -0.021
-0.058 0.045 0.064
0.007 -0.007 -0.013
0.000 0.014 0.001
0.003 -0.011 -0.002
0.002 -0.094 0.010
0.039 -0.060 -0.002
-0.029 -0.053 -0.205
-0.002 0.092 0.160
0.044 0.001 -0.034
0.026 -0.072 0.028
0.004 -0.021 0.008
-0.005 0.030 0.003
-0.075 0.058 0.006
0.017 0.042 0.082
-0.059 -0.017 0.014
0.138 0.037 -0.053
-0.017 -0.064 -0.018
-0.005 0.029 -0.005
-0.007 -0.001 0.003
0.007 -0.010 -0.025
0.006 0.001 -0.013
-0.007 0.003 0.004
-0.085 0.004 0.005
0.028 -0.069 0.053
-0.002 0.012 0.001
0.012 -0.005 -0.001
0.001 0.004 -0.002
0.012 0.015 -0.010
-0.012 -0.006 -0.002
0.011 -0.018 0.008
0.002 -0.004 0.003
-0.008 0.002 -0.001
0.011 0.002 0.003
-0.009 0.003 0.009
0.002 0.009 0.007
-0.002 -0.003 0.000
-0.011 -0.004 0.010
0.003 0.007 -0.001
0.002 -0.009 0.008

***

# 2
# C6H24N6O6

6 unconnected molecules or ions with the total composition C6H24N6O6 in a non-equilibrium geometry (ωB97M-V/def2-TZVPD, OMol25).

Results
2S+1: 1
ΔE to the lowest compared entry with this formula, charge and spin in kcal/mol: 52.1
HOMO level in Eh: -0.3608
Lowest unoccupied orbital energy in eV: 0.094
Net charge: 0
DFT total energy in a.u.: -1023.02843
Kohn-Sham gap in eV: 9.911

Last column: Mulliken charge in e.
Positions of all 42 atoms, in Å:
N: -2.8189 3.3894 -0.5302  -0.35
C: -1.8591 4.0208 -1.2699  0.57
N: -0.5940 3.7921 -0.8124  -0.32
O: -2.1094 4.7264 -2.2413  -0.66
H: -2.6281 2.9833 0.3676  0.18
H: -3.7716 3.7031 -0.6161  0.23
H: -0.4705 3.0897 -0.0964  0.19
H: 0.1871 3.9768 -1.4146  0.22
N: -4.1937 -1.8970 -1.2960  -0.35
C: -3.5865 -1.6060 -2.4953  0.51
N: -2.5090 -0.7608 -2.3897  -0.27
O: -3.8963 -2.1452 -3.5490  -0.64
H: -5.1082 -2.3063 -1.3170  0.20
H: -3.7929 -1.5985 -0.4297  0.17
H: -2.2854 -0.3339 -1.5247  0.25
H: -2.2547 -0.4087 -3.2988  0.19
N: 1.8741 -0.4069 2.6740  -0.21
C: 2.7580 -1.2980 3.1450  0.55
N: 2.7776 -2.4939 2.4887  -0.39
O: 3.5700 -1.0821 4.0506  -0.68
H: 1.1455 -0.5554 2.0016  0.18
H: 1.8764 0.4959 3.1229  0.15
H: 3.0932 -3.2762 3.0359  0.23
H: 2.1823 -2.6906 1.7088  0.21
C: 0.0257 0.6282 -0.5986  -0.29
O: 0.3286 1.4400 0.5327  -0.63
H: 0.4735 1.1014 -1.4759  0.30
H: 0.4740 -0.3700 -0.5259  0.42
H: -1.0346 0.4667 -0.6764  -0.13
H: 1.2542 1.2539 0.7473  0.17
C: -0.0690 -3.5658 0.4522  -0.58
O: -0.1206 -2.9265 1.7319  -0.51
H: -0.4900 -4.5643 0.6116  0.35
H: -0.6739 -3.1362 -0.3439  0.17
H: 0.9614 -3.6862 0.1022  0.25
H: 0.1383 -3.5688 2.3951  0.32
C: 3.5059 1.3027 -0.5924  -0.54
O: 3.0606 2.1881 0.4316  -0.53
H: 3.0213 1.5985 -1.5283  0.22
H: 4.5736 1.3905 -0.7963  0.40
H: 3.2625 0.2659 -0.3670  0.17
H: 3.7229 2.8640 0.5860  0.31

Force components x, y, z for each atom (eV/Å):
-1.040 -0.405 0.375
0.442 0.889 -0.824
-0.121 -0.231 0.352
-0.036 -0.534 0.558
0.371 0.072 0.050
0.156 0.142 -0.342
0.403 0.124 -0.135
-0.131 0.154 -0.089
0.009 0.087 -0.297
0.192 -1.051 -0.002
-0.573 -0.863 -1.028
-0.203 0.776 0.516
0.089 -0.195 0.049
-0.212 0.142 0.157
-0.020 0.623 0.050
0.491 0.335 0.398
-0.458 1.747 0.050
1.635 -0.588 0.761
0.162 -0.809 -0.134
-1.197 0.157 -0.576
-0.087 -0.594 0.115
0.072 -0.118 -0.045
0.264 0.085 -0.151
-0.322 0.093 0.100
1.129 -0.156 0.068
-0.210 -0.925 0.231
-0.533 -0.104 -0.307
0.007 0.014 0.169
-0.210 0.525 0.022
-0.035 0.653 0.108
-0.031 -1.527 0.688
-0.246 0.883 -0.815
0.172 -0.112 -0.442
-0.023 0.728 0.445
-0.026 0.118 -0.101
-0.011 -0.041 0.046
0.095 0.683 -0.739
0.085 -0.413 0.156
-0.121 -0.251 -0.040
0.077 -0.148 0.315
-0.023 0.047 0.249
0.017 -0.013 0.042